A molecular structure, C7H12I2 in a non-equilibrium geometry. Source: OMol25; level of theory: wB97M-V/def2-TZVPD.

Element x y z (Å)
I 2.15 -1.75 0.15
I 2.19 1.84 0.25
C -0.19 0.02 2.66
C -1.71 -1.03 0.72
C 1.12 0.07 -0.21
C -1.97 0.46 0.74
C -0.64 -0.09 1.27
C 0.52 0.17 -1.51
C 1.62 0.13 -2.76
H 2.08 1.10 -2.90
H 0.99 0.10 -3.67
H -0.84 -0.57 3.45
H 0.08 1.22 -1.60
H 0.82 -0.45 2.70
H -1.76 0.97 -0.22
H -0.44 -0.55 -1.64
H 0.23 1.06 2.83
H -2.32 -1.48 1.41
H 2.32 -0.59 -2.83
H -2.66 0.81 1.42
H -1.60 -1.43 -0.25

* molecular weight: 350.0 g/mol
* Kohn-Sham gap: 8.37 eV
* E_LUMO: -0.008 eV
* HOMO level: -8.37 eV

Atom charges from the natural (NBO) analysis, given in e for atoms 1 to 6:
1 I 0.18
2 I 0.18
3 C -0.72
4 C -0.46
5 C -0.37
6 C -0.47